Run 1
{
  "formula": "C6H11NO2",
  "method": "ωB97M-V/def2-TZVPD",
  "symbols": ["C", "C", "N", "C", "C", "O", "C", "C", "O", "H", "H", "H", "H", "H", "H", "H", "H", "H", "H", "H"],
  "xyz": [[-0.72680, 0.71870, -1.56729], [-0.38954, -0.02839, -0.31672], [0.25714, 0.95323, 0.61672], [-0.28582, 1.86664, 1.64347], [1.42377, 0.22515, 0.73898], [2.37886, 0.40299, 1.45769], [0.84706, -0.86563, -0.22123], [0.76111, -2.19076, 0.54610], [1.54538, -1.05890, -1.44510], [0.24219, 1.22019, -2.09774], [-1.51455, 1.52853, -1.40467], [-1.24788, -0.06382, -2.29509], [-1.12999, -0.55230, 0.19246], [-0.66747, 2.71238, 1.21208], [-1.08024, 1.18978, 2.06387], [0.38131, 2.10158, 2.37407], [0.31903, -3.07611, 0.09028], [0.40924, -1.96409, 1.67352], [1.87002, -2.58324, 0.60431], [1.00619, -0.80846, -2.21469]],
  "lowdin_charge": [-0.06, -0.29, -0.03, 0.02, -0.39, 0.09, -0.45, -0.01, 0.01, 0.14, 0.09, 0.12, 0.13, 0.05, 0.11, 0.05, 0.07, 0.14, 0.12, 0.08],
  "homo_ha": -0.3379,
  "smiles": "C[C@@H]1N(C)C(=O)[C@]1(C)O",
  "total_charge": 0,
  "homo_lumo_gap_ev": 9.8750
}

Run 2
{
  "formula": "C6H11NO2",
  "method": "ωB97M-V/def2-TZVPD",
  "symbols": ["C", "C", "C", "N", "C", "C", "C", "O", "O", "H", "H", "H", "H", "H", "H", "H", "H", "H", "H", "H"],
  "xyz": [[-0.21620, 0.75438, 1.72761], [0.67893, -0.78360, -1.76145], [2.17623, -0.17724, 0.19863], [-1.86904, -0.88669, 0.47729], [-1.11584, 1.27189, -0.65583], [-0.29862, 0.22519, 0.31406], [0.79253, -0.21174, -0.37675], [-2.87623, 0.08924, 0.24218], [-1.28089, 1.45997, -1.78279], [-3.19774, 0.32994, 1.12630], [-1.87251, -1.40221, -0.40656], [0.18542, -0.01101, 2.38675], [0.40400, 1.65550, 1.78198], [-1.20640, 1.02994, 2.09494], [0.62918, -0.01055, -2.53670], [-0.20498, -1.40647, -1.89995], [1.55240, -1.38784, -2.00767], [2.40325, -1.09502, 0.74769], [2.35717, 0.64997, 0.88623], [2.95935, -0.09365, -0.55597]],
  "lowdin_charge": [-0.06, -0.06, -0.07, 0.03, -0.02, -0.37, -0.33, -0.15, 0.16, 0.10, 0.07, 0.09, 0.09, 0.07, 0.08, 0.07, 0.08, 0.08, 0.07, 0.07],
  "homo_ha": [-0.2655, -0.2650],
  "total_charge": 0,
  "homo_lumo_gap_ev": [7.2395, 7.1699]
}

Run 3
{
  "formula": "C6H11NO2",
  "method": "ωB97M-V/def2-TZVPD",
  "symbols": ["C", "C", "C", "C", "C", "C", "H", "H", "H", "H", "H", "H", "H", "H", "H", "H", "H", "N", "O", "O"],
  "xyz": [[0.22160, -2.74351, 1.43604], [0.06513, -1.30405, 1.93460], [-0.04605, 0.93064, 1.16608], [-0.10024, 0.07955, -0.15195], [0.86797, 0.61677, -1.21247], [0.01692, 1.64521, -2.13008], [-0.55061, -3.25963, 2.09221], [1.30773, -3.57024, 1.47228], [-0.06426, -3.01889, 0.34209], [-1.15017, 1.31045, 1.35093], [0.58123, 1.96037, 1.11078], [-0.98250, -0.72930, -0.41504], [1.57513, 1.20488, -0.65752], [1.16954, -0.32859, -1.72428], [0.45282, 1.84217, -3.12201], [-0.92446, 0.99385, -2.46068], [-2.26460, 2.70525, -1.63789], [0.54575, -0.22459, 1.15854], [-0.48651, -1.00747, 2.96053], [-0.23441, 2.89712, -1.51216]],
  "lowdin_charge": [-0.04, -0.50, -0.20, -0.21, -0.14, -0.37, 0.07, 0.18, 0.07, 0.15, 0.16, 0.19, 0.09, 0.12, 0.09, 0.12, 0.32, -0.05, 0.09, -0.15],
  "homo_ha": -0.3445,
  "total_charge": 0,
  "homo_lumo_gap_ev": 6.3629
}

Out of the structures above, which one is the most stable? Solution: run 1.